{"formula": "C38H94O24", "method": "ωB97M-V with the def2-TZVPD basis set", "homo_ev": -9.100, "orbital_gap_ev": 9.198, "e_lumo_ev": 0.1, "e_tot_ha": -3309.50679, "charge": 0, "species": ["C", "O", "H", "H", "H", "H", "C", "O", "H", "H", "H", "H", "C", "O", "H", "H", "H", "H", "C", "O", "H", "H", "H", "H", "C", "C", "O", "C", "O", "O", "H", "H", "H", "H", "C", "C", "O", "C", "O", "O", "H", "H", "H", "H", "C", "O", "C", "C", "O", "C", "H", "H", "H", "H", "H", "H", "H", "H", "H", "H", "C", "O", "C", "C", "O", "C", "H", "H", "H", "H", "H", "H", "H", "H", "H", "H", "C", "O", "C", "C", "O", "C", "H", "H", "H", "H", "H", "H", "H", "H", "H", "H", "C", "O", "C", "C", "O", "C", "H", "H", "H", "H", "H", "H", "H", "H", "H", "H", "C", "O", "C", "C", "O", "C", "H", "H", "H", "H", "H", "H", "H", "H", "H", "H", "C", "O", "C", "C", "O", "C", "H", "H", "H", "H", "H", "H", "H", "H", "H", "H", "C", "O", "C", "C", "O", "C", "H", "H", "H", "H", "H", "H", "H", "H", "H", "H"], "coordinates": [[-1.320, -26.750, 11.137], [-0.276, -27.643, 10.897], [-1.206, -26.171, 12.054], [-1.454, -25.993, 10.365], [-2.300, -27.211, 11.265], [-0.704, -28.501, 10.865], [5.298, -24.665, 8.145], [6.194, -24.998, 7.119], [5.677, -23.936, 8.861], [4.328, -24.283, 7.827], [5.025, -25.550, 8.719], [7.096, -25.131, 7.419], [1.705, -27.872, 8.174], [1.705, -28.825, 7.065], [2.166, -28.509, 8.928], [2.222, -26.956, 7.889], [0.733, -27.606, 8.589], [2.565, -29.204, 6.872], [5.961, -24.653, 16.736], [7.220, -24.716, 16.125], [5.941, -23.872, 17.496], [5.161, -24.410, 16.037], [5.679, -25.559, 17.273], [7.374, -23.798, 15.890], [2.971, -20.206, 11.514], [2.675, -18.880, 10.819], [3.977, -18.417, 10.594], [4.901, -19.321, 11.008], [6.111, -19.151, 10.926], [4.368, -20.284, 11.657], [2.534, -21.093, 11.056], [2.473, -20.143, 12.481], [2.061, -18.268, 11.481], [2.114, -19.065, 9.903], [2.058, -20.684, 17.632], [3.585, -20.910, 17.724], [3.917, -21.415, 16.464], [2.949, -21.168, 15.588], [3.094, -21.443, 14.371], [1.828, -20.769, 16.204], [1.816, -19.718, 18.074], [1.498, -21.428, 18.199], [3.858, -21.583, 18.537], [4.068, -19.941, 17.847], [-0.142, -23.088, 12.170], [-0.877, -22.171, 12.964], [-0.779, -22.385, 14.322], [-1.648, -21.351, 15.017], [-3.022, -21.572, 14.671], [-3.937, -20.684, 15.302], [-0.508, -23.048, 11.144], [-0.258, -24.104, 12.547], [0.943, -23.018, 12.242], [0.243, -22.230, 14.668], [-1.182, -23.359, 14.597], [-1.391, -20.330, 14.735], [-1.634, -21.475, 16.100], [-4.965, -21.045, 15.274], [-3.930, -19.721, 14.793], [-3.661, -20.505, 16.342], [5.154, -28.803, 16.863], [4.294, -27.655, 17.188], [3.032, -28.003, 17.731], [1.966, -28.481, 16.715], [1.567, -27.392, 15.901], [0.330, -27.673, 15.231], [5.385, -29.431, 17.723], [6.089, -28.517, 16.382], [4.700, -29.450, 16.112], [2.737, -27.079, 18.228], [3.204, -28.743, 18.512], [1.180, -29.035, 17.228], [2.436, -29.218, 16.064], [-0.345, -27.884, 16.061], [0.539, -28.534, 14.596], [-0.091, -26.832, 14.681], [6.173, -36.649, 14.757], [5.389, -35.451, 14.966], [4.977, -34.787, 13.741], [4.371, -33.387, 14.125], [3.932, -32.679, 12.908], [3.396, -31.393, 13.187], [7.126, -36.559, 14.235], [5.562, -37.307, 14.140], [6.535, -37.014, 15.718], [4.235, -35.480, 13.346], [5.837, -34.721, 13.074], [5.148, -32.873, 14.690], [3.508, -33.422, 14.790], [4.213, -30.686, 13.329], [2.747, -31.421, 14.062], [2.840, -31.104, 12.295], [1.156, -23.644, 8.888], [-0.054, -22.889, 8.588], [-1.020, -23.607, 7.760], [-2.206, -22.612, 7.497], [-1.759, -21.588, 6.659], [-2.787, -20.652, 6.526], [1.705, -23.811, 7.961], [0.872, -24.631, 9.254], [1.796, -23.098, 9.581], [-1.452, -24.421, 8.341], [-0.617, -24.051, 6.849], [-2.557, -22.291, 8.478], [-3.016, -23.174, 7.033], [-3.766, -21.079, 6.306], [-2.576, -20.094, 5.614], [-2.826, -20.016, 7.410], [5.375, -29.952, 4.651], [4.456, -29.129, 5.375], [5.067, -28.111, 6.172], [5.890, -28.586, 7.366], [5.086, -29.174, 8.332], [5.701, -29.482, 9.589], [5.779, -30.575, 5.449], [6.155, -29.418, 4.109], [4.781, -30.531, 3.944], [4.380, -27.359, 6.558], [5.690, -27.590, 5.445], [6.339, -27.741, 7.887], [6.772, -29.165, 7.090], [6.253, -28.642, 10.011], [6.468, -30.255, 9.535], [4.999, -29.941, 10.286], [11.982, -26.712, 14.717], [10.748, -27.340, 14.596], [9.776, -26.720, 13.717], [8.398, -27.518, 13.697], [8.469, -28.876, 13.281], [7.168, -29.529, 13.290], [12.557, -27.251, 15.470], [11.952, -25.697, 15.114], [12.615, -26.944, 13.861], [10.252, -26.647, 12.739], [9.561, -25.688, 13.992], [7.665, -26.862, 13.228], [8.053, -27.512, 14.731], [6.567, -29.005, 12.547], [6.739, -29.527, 14.292], [7.399, -30.568, 13.056], [4.005, -24.031, 11.995], [3.448, -24.852, 11.003], [2.734, -25.886, 11.522], [3.596, -27.151, 11.747], [4.691, -27.052, 12.641], [4.364, -27.214, 14.054], [4.942, -24.452, 12.358], [3.352, -23.689, 12.798], [4.315, -23.090, 11.541], [1.892, -26.175, 10.894], [2.189, -25.631, 12.431], [4.059, -27.236, 10.764], [2.998, -28.055, 11.866], [4.077, -28.236, 14.305], [3.728, -26.387, 14.368], [5.282, -27.122, 14.635]], "atomic_forces_ev_per_a": [[-1.22, 1.31, 0.53], [-0.06, -0.44, 0.02], [0.51, -0.09, 0.24], [0.30, -0.12, -0.41], [0.02, -0.41, -0.19], [0.45, -0.24, -0.14], [-0.25, -0.43, 1.40], [-0.25, 0.23, -1.10], [0.26, 0.12, -0.06], [0.33, 0.12, -0.88], [0.10, -0.23, 0.25], [-0.22, 0.14, 0.42], [1.02, -1.98, -0.57], [-1.80, 0.98, -0.13], [0.54, 1.07, 0.75], [0.32, -0.04, 0.32], [-0.35, -0.37, -0.80], [0.40, 0.36, 0.38], [-1.04, 0.21, 0.82], [0.17, -0.01, -0.12], [0.05, 0.26, 0.19], [-0.08, -0.13, -0.26], [0.37, -0.28, -0.39], [0.51, -0.06, -0.32], [-2.36, -0.41, 1.31], [-0.44, -1.50, -0.05], [0.69, 0.92, -0.83], [4.02, 2.89, -0.31], [-2.41, -0.19, -0.39], [-1.30, -2.25, 0.74], [0.46, -0.01, -0.42], [0.57, -0.40, 0.28], [0.47, 0.52, -0.15], [0.26, 0.38, -0.25], [0.84, -0.17, 0.38], [-0.85, 0.83, 0.77], [0.82, -0.32, -0.25], [0.55, -2.08, -4.06], [-1.08, 1.41, 4.25], [-0.27, 0.53, 0.33], [-0.28, 0.13, -0.64], [-0.17, -0.24, -0.55], [0.15, -0.07, -0.30], [0.26, -0.11, 0.14], [-0.21, -0.64, 0.50], [0.33, 0.03, -1.49], [-0.60, 0.82, 0.81], [-1.39, -0.08, -0.02], [-0.42, -0.33, -0.09], [0.68, 0.22, -0.26], [0.20, 0.23, 0.08], [-0.63, -0.36, 0.05], [0.29, 0.91, -0.17], [0.25, -0.32, 0.18], [0.24, -0.41, 0.06], [0.36, 0.11, 0.01], [0.68, 0.10, 0.27], [0.25, -0.44, -0.17], [0.05, 0.24, -0.07], [0.03, -0.07, 0.26], [-0.93, 0.40, -0.16], [1.38, -1.30, -0.87], [0.12, 0.12, -0.15], [1.54, 0.46, -0.14], [-0.40, 0.54, 0.24], [0.76, -0.35, 1.17], [-0.12, 0.23, 0.33], [-0.09, 0.74, 0.40], [-0.44, -0.09, 0.01], [-0.48, -0.06, -0.08], [-0.30, -0.36, 0.07], [-0.52, 0.46, 0.15], [0.17, -0.36, -0.16], [-0.65, -0.47, -0.41], [-0.66, -0.10, -0.27], [0.63, 0.11, -0.05], [-0.48, 0.87, -0.28], [1.12, 0.37, -0.10], [-0.59, -0.45, 1.40], [0.11, -0.27, -1.37], [0.71, -0.96, 1.33], [0.50, -0.62, -0.41], [0.02, 0.92, -0.54], [0.05, -0.66, 0.46], [-0.94, -0.25, 0.15], [-0.25, 0.40, -0.69], [-0.11, 0.38, -0.17], [0.21, 0.47, -0.27], [-0.09, -0.59, 0.05], [0.02, 0.28, 0.23], [-0.15, 0.12, 0.09], [-0.10, 0.08, 0.14], [-1.27, 0.15, -1.05], [0.22, -0.87, -0.46], [-0.52, 1.45, 1.17], [1.99, -1.80, 0.15], [-0.48, -0.41, 0.26], [0.13, 0.78, -0.98], [0.19, 0.05, -0.12], [0.14, -0.08, 0.43], [-0.38, -0.02, 0.05], [0.04, -0.31, 0.20], [0.34, 0.39, -0.15], [0.02, 0.49, 0.11], [-0.21, -0.11, -0.20], [-0.18, -0.45, 0.39], [0.22, 0.47, 0.27], [-0.22, 0.21, -0.03], [-0.75, -0.02, 1.33], [-0.72, 0.63, 0.21], [0.92, -0.22, -0.57], [0.84, 0.76, 0.36], [-0.98, -1.36, 1.12], [0.59, -0.39, -0.67], [0.65, -0.58, -0.63], [0.04, 0.32, 0.12], [0.08, -0.03, 0.15], [-0.69, -0.47, -0.33], [0.56, 0.44, 0.44], [0.14, 0.83, -0.49], [-0.10, -0.73, -0.21], [-0.45, 0.50, 0.16], [0.25, -0.27, -0.70], [-0.48, 0.66, -0.18], [0.77, -0.96, 0.52], [-1.82, 0.04, 0.03], [0.08, -1.46, -0.14], [1.50, 0.61, 1.40], [-0.43, 0.49, -0.25], [1.83, 0.61, -0.14], [-0.36, -0.24, 0.48], [-0.10, 0.38, -0.71], [-0.09, 1.01, -0.68], [-0.21, -0.25, -0.43], [-0.18, 0.05, 0.48], [-0.12, -0.31, -0.94], [0.07, -0.02, 0.48], [-0.53, -0.36, 0.15], [-0.24, 0.32, 0.09], [-0.29, 0.09, -0.34], [1.38, 1.23, -0.29], [0.02, 1.29, -0.44], [-1.13, -2.34, 1.56], [0.27, 0.70, -1.16], [-0.32, -0.35, 1.23], [1.02, 0.59, -1.01], [-0.18, -0.26, 0.49], [-0.38, -0.65, 0.16], [-0.06, 0.03, -0.43], [0.26, -0.10, -0.69], [0.20, 0.46, 0.56], [0.28, -0.38, -0.11], [-0.25, -0.05, 0.47], [-0.94, 0.07, -0.31], [-0.49, -0.54, 0.20], [0.31, 0.40, -0.37]], "lowdin_charge": [-0.1721, -0.1108, 0.0566, 0.0656, 0.0847, 0.0867, -0.1691, -0.1112, 0.0806, 0.0723, 0.0582, 0.0822, -0.1224, -0.1381, 0.0732, 0.0665, 0.0536, 0.0388, -0.1760, -0.1049, 0.0699, 0.0743, 0.0669, 0.0769, -0.1287, -0.1204, 0.0737, -0.5871, 0.1206, 0.1089, 0.1197, 0.1075, 0.1294, 0.1308, -0.0797, -0.1197, 0.0695, -0.5117, 0.0931, 0.0622, 0.1281, 0.1285, 0.1349, 0.1319, -0.0748, -0.1527, -0.2256, -0.1890, -0.1926, -0.1106, 0.0860, 0.0644, 0.0753, 0.1115, 0.1294, 0.1285, 0.1180, 0.0851, 0.0828, 0.0774, -0.0754, -0.2075, -0.1828, -0.2057, -0.2025, -0.0744, 0.0890, 0.0705, 0.0592, 0.1273, 0.1183, 0.1223, 0.1031, 0.0837, 0.0876, 0.0802, -0.1008, -0.2201, -0.1613, -0.1460, -0.2025, -0.1143, 0.0760, 0.0828, 0.0854, 0.1181, 0.1212, 0.1150, 0.1151, 0.0678, 0.0782, 0.0874, -0.0791, -0.2110, -0.1560, -0.2224, -0.1609, -0.1292, 0.0807, 0.0704, 0.0719, 0.1000, 0.1242, 0.1243, 0.1199, 0.0841, 0.0895, 0.0932, -0.0839, -0.2030, -0.1756, -0.2312, -0.1777, -0.0908, 0.0844, 0.0875, 0.0902, 0.1163, 0.1208, 0.1083, 0.1212, 0.0824, 0.0837, 0.0839, -0.1443, -0.1915, -0.1452, -0.1894, -0.1803, -0.0692, 0.0804, 0.0888, 0.0862, 0.1140, 0.1104, 0.1138, 0.1045, 0.0703, 0.0655, 0.0901, -0.0864, -0.1637, -0.2468, -0.1833, -0.2009, -0.0584, 0.0938, 0.0782, 0.0797, 0.1002, 0.1151, 0.1079, 0.1197, 0.0668, 0.0905, 0.0652]}